C12H33O9P2Si | wB97M-V/def2-TZVPD

Summary:
Total charge: -1
Gap between HOMO and LUMO: 3.31 eV
LUMO energy: 2.16 eV

Element x y z (Å)
C  4.88  -0.15  -0.28
C  4.31  1.06  -1.00
C  3.19  0.81  -2.03
O  1.99  1.59  -1.82
Si  0.78  1.24  -0.77
C  1.09  -0.30  0.25
C  -0.79  0.99  -1.78
C  0.50  2.72  0.36
H  5.29  -0.86  -1.02
H  4.09  -0.67  0.28
H  5.13  1.57  -1.53
H  3.92  1.80  -0.29
H  3.52  1.06  -3.05
H  2.93  -0.25  -2.02
H  0.66  -0.18  1.24
H  2.16  -0.53  0.37
H  0.62  -1.17  -0.21
H  -0.72  1.51  -2.74
H  -1.66  1.38  -1.24
H  -0.97  -0.07  -1.98
H  -0.39  3.28  0.09
H  0.41  2.41  1.40
H  1.36  3.40  0.30
C  -5.15  3.12  3.68
O  -5.39  3.53  2.33
P  -4.15  3.69  1.33
O  -2.86  3.50  1.97
O  -4.42  5.10  0.66
C  -4.21  6.27  1.46
O  -4.46  2.71  0.14
C  -5.52  2.94  -0.80
H  -4.81  3.97  4.28
H  -6.11  2.76  4.07
H  -4.41  2.33  3.73
H  -3.28  6.18  2.03
H  -5.05  6.41  2.14
H  -4.14  7.11  0.78
H  -5.28  3.80  -1.42
H  -6.46  3.11  -0.28
H  -5.58  2.04  -1.40
C  1.30  -6.93  1.01
O  2.27  -6.12  0.36
P  1.84  -4.70  -0.26
O  0.40  -4.49  -0.18
O  2.48  -4.75  -1.71
C  1.90  -5.65  -2.66
O  2.72  -3.64  0.46
C  4.15  -3.50  0.26
H  0.69  -7.46  0.28
H  1.85  -7.65  1.62
H  0.65  -6.33  1.65
H  0.81  -5.60  -2.62
H  2.23  -6.67  -2.46
H  2.24  -5.34  -3.64
H  4.33  -3.11  -0.74
H  4.63  -4.47  0.40
H  4.49  -2.78  0.98